Density functional theory data (ωB97M-V/def2-TZVPD) for 2 unconnected molecules or ions with the total composition C6H12N2.

```
! RIJCOSX wB97M-V def2-TZVPD def2/J DEFGRID3
* xyz 0 1
C 0.3296 -2.2122 0.1548
C -0.5055 -2.1745 1.2504
N -1.6867 -1.6585 0.7786
C -1.5273 -1.4089 -0.5523
N -0.3120 -1.7347 -0.9630
H 1.3619 -2.5596 0.1146
H -0.3698 -2.4602 2.2935
H -2.5342 -1.4912 1.3266
H -2.3234 -0.9926 -1.1696
C -0.3482 2.0072 -0.8809
C 0.4725 1.4622 0.2875
C 1.8854 1.0691 -0.1426
H 0.1429 2.9002 -1.3028
H -1.3640 2.2859 -0.5538
H -0.4305 1.2438 -1.6727
H 0.5327 2.2307 1.0820
H -0.0395 0.5777 0.7128
H 2.4130 1.9468 -0.5524
H 2.4637 0.6782 0.7115
H 1.8396 0.2904 -0.9223
*
```

Output
Relative energy (zero: lowest compared OMol25 entry of this formula, charge and spin) (eV): 0.077
Largest force on an atom (hartree/bohr): 0.017
SMILES: c1c[nH]cn1.CCC
HOMO energy (eV): -8.943

Atomic partial charges in e from the Löwdin method, atoms 1 to 4: -0.181, -0.123, 0.027, -0.223